This record from the OMol25 dataset describes 12 unconnected molecules or ions with the total composition C52H124N4O12. The level of theory is ωB97M-V/def2-TZVPD.

The geometry in XYZ format:
```
192
Properties=species:S:1:pos:R:3:forces:R:3
C -1.69944 1.66770 4.16465 0.12 -0.30 -0.80
C -3.05775 1.50521 4.81386 -1.07 0.40 0.69
O -3.78608 2.75587 4.87435 0.48 -0.15 -0.16
H -1.70650 1.08630 3.23775 0.34 -0.33 0.23
H -0.88928 1.34806 4.81707 0.01 -0.15 -0.06
H -1.42511 2.65517 3.78710 -0.51 0.32 0.52
H -3.00779 1.11752 5.83893 0.44 0.04 -0.10
H -3.69364 0.78209 4.28795 0.31 0.04 -0.22
H -4.46112 2.65411 5.55048 -0.07 0.08 -0.06
C -2.28401 6.74176 0.74182 0.63 0.11 -0.24
C -3.19278 5.52510 0.67261 0.12 0.84 0.97
O -4.18439 5.65882 1.71531 0.10 -0.35 -0.51
H -2.82937 7.68273 0.66899 -0.25 -0.13 0.00
H -1.53679 6.74972 -0.06089 -0.05 -0.18 0.04
H -1.73600 6.76318 1.68868 -0.04 -0.05 -0.01
H -2.61714 4.61842 0.86712 0.00 -0.12 -0.45
H -3.67963 5.49358 -0.29848 -0.24 -0.28 0.11
H -3.72315 5.42822 2.52903 -0.23 0.03 0.09
C -4.75894 -3.70909 0.05222 0.31 0.13 -0.52
C -4.01621 -2.39778 -0.14583 -0.61 0.07 1.25
O -3.54181 -1.96892 1.14087 0.10 0.00 -0.30
H -4.10116 -4.49073 0.43754 -0.07 0.01 0.12
H -5.15116 -4.04553 -0.91067 -0.05 -0.08 0.05
H -5.59147 -3.53489 0.73011 0.03 -0.16 0.11
H -4.76381 -1.65366 -0.43828 0.31 0.01 -0.69
H -3.17452 -2.48075 -0.83979 -0.18 0.07 -0.25
H -3.45421 -0.99907 1.06373 0.39 -0.34 0.06
C 2.23651 -0.71750 -5.48019 -0.36 0.75 0.25
C 1.68897 0.17288 -6.58521 0.67 -0.76 -0.77
O 0.38185 -0.27962 -6.96044 -0.07 0.15 0.41
H 3.17219 -0.28095 -5.12337 0.14 -0.26 -0.12
H 2.37321 -1.71992 -5.87789 0.12 -0.08 0.18
H 1.57652 -0.75205 -4.60901 -0.13 -0.08 -0.14
H 2.36516 0.00155 -7.43540 -0.11 0.24 -0.02
H 1.73271 1.24604 -6.37983 -0.37 -0.09 0.32
H 0.24801 -0.16593 -7.90459 0.05 0.10 0.00
C -5.03194 2.32233 0.52179 0.06 0.07 0.20
C -4.21525 1.40447 1.42112 0.76 1.29 -0.23
O -3.23141 0.72025 0.63852 -0.37 -0.50 0.29
H -4.39777 2.81871 -0.21953 0.19 -0.20 0.05
H -5.44957 3.15154 1.09523 -0.41 -0.23 0.01
H -5.77709 1.74316 -0.02206 -0.21 0.21 0.03
H -4.82435 0.70562 1.99417 0.03 -0.34 -0.39
H -3.68321 1.99804 2.17707 -0.14 0.09 -0.06
H -2.76406 1.35436 0.06479 0.08 -0.05 0.01
C 2.49038 5.85948 -1.44638 0.33 0.53 0.92
C 1.49345 6.82175 -2.04395 0.21 -0.51 -0.62
O 0.45077 6.03945 -2.64482 -0.02 0.35 0.05
H 2.06644 5.20295 -0.68546 -0.25 0.02 -0.13
H 3.23133 6.46464 -0.90954 0.12 -0.16 -0.15
H 3.00801 5.25392 -2.18660 -0.12 0.04 -0.15
H 2.02845 7.39692 -2.81119 -0.21 0.04 -0.02
H 1.08879 7.54116 -1.32658 -0.01 -0.22 0.18
H -0.11669 6.64393 -3.13564 -0.07 -0.17 0.02
C 3.42217 -2.20830 -2.19610 0.20 -0.08 -0.11
C 4.18980 -2.86801 -1.04895 -0.20 0.80 -0.60
O 5.40867 -2.13762 -0.77257 -0.60 -0.84 -0.02
H 3.87086 -2.45563 -3.16112 -0.28 -0.21 -0.05
H 3.44662 -1.11629 -2.15754 0.08 -0.02 0.44
H 2.37291 -2.50458 -2.13223 0.08 -0.14 -0.37
H 4.44196 -3.90261 -1.28631 -0.15 -0.03 0.09
H 3.51336 -2.85388 -0.19302 0.52 0.01 0.42
H 6.09776 -2.58691 -1.26842 0.21 0.26 0.09
C 4.35229 -0.89938 2.65166 -0.59 0.29 0.55
C 4.02561 0.08520 1.53555 0.95 -0.05 0.04
O 5.12990 0.19732 0.63285 -0.83 -0.13 -0.10
H 5.35715 -0.74302 3.04013 0.14 0.01 -0.27
H 4.22299 -1.94016 2.35480 0.14 0.00 -0.09
H 3.69031 -0.70923 3.50725 -0.11 -0.18 -0.12
H 3.88486 1.08152 1.95026 -0.14 0.06 0.04
H 3.11053 -0.20374 1.00613 -0.02 0.03 0.03
H 5.08587 -0.59970 0.07783 0.56 0.25 0.03
C -0.18784 2.50219 1.00415 -0.38 -0.12 -0.52
C 0.04044 1.71746 -0.29172 0.82 0.76 -0.90
C 0.03822 0.19834 -0.08193 -0.56 0.20 0.20
C -0.12610 -0.62287 -1.36837 0.57 -0.29 0.60
C -1.34269 -0.14389 -2.12312 0.10 0.07 0.40
C -1.31738 1.35346 -2.45352 0.19 -0.80 -0.43
N -1.05706 2.07778 -1.21859 -1.32 -0.32 0.86
O -1.26184 3.46764 -1.38080 0.78 -0.09 -0.06
C -0.27043 1.60382 -3.53809 0.18 0.38 -0.76
C -2.72491 1.65198 -2.96472 0.11 -0.28 -0.46
C 1.41256 2.16033 -0.83750 0.37 -0.06 0.20
H -1.22715 2.39304 1.31738 0.09 -0.21 0.25
H -0.05602 3.56354 0.79229 0.21 -0.01 0.16
H 0.51012 2.17061 1.77132 -0.07 0.03 0.11
H 0.95238 -0.08830 0.44379 0.00 0.09 0.00
H -0.79741 -0.00350 0.59867 0.02 -0.26 -0.10
H -0.25636 -1.66774 -1.06562 -0.10 -0.01 -0.05
H 0.81522 -0.62963 -1.92833 -0.14 0.27 -0.25
H -2.16877 -0.32048 -1.42834 -0.27 -0.01 -0.26
H -1.53756 -0.68139 -3.05413 0.11 -0.18 0.06
H -0.53665 1.22781 -4.53284 -0.47 -0.08 0.20
H -0.12800 2.68117 -3.68307 0.23 -0.07 0.10
H 0.68356 1.11551 -3.34360 0.03 0.24 0.29
H -2.88483 1.01706 -3.84266 0.04 0.09 -0.04
H -3.45662 1.30343 -2.23443 -0.09 0.45 0.13
H -2.87820 2.67933 -3.28631 -0.07 0.10 0.29
H 2.17710 2.05054 -0.06128 -0.08 -0.03 0.04
H 1.42779 3.21664 -1.11208 -0.12 -0.04 -0.12
H 1.75504 1.57317 -1.68646 -0.07 -0.01 -0.04
H -0.46909 3.83239 -1.82389 -0.27 0.04 0.07
C 5.33820 4.02130 6.05191 0.54 0.31 0.14
C 4.04506 3.88571 5.26241 -0.09 -0.42 0.14
C 2.94758 3.48776 6.25862 -0.23 0.06 0.54
C 1.53639 3.66762 5.72563 -0.05 -0.47 -0.67
C 1.37991 5.06465 5.14988 -0.10 0.23 0.45
C 2.41248 5.45792 4.08707 -1.28 -0.39 -0.12
N 3.70721 5.17969 4.68335 0.45 1.18 0.48
O 4.79243 5.76159 3.96603 -0.47 -0.85 -0.32
C 2.04096 4.75401 2.75368 0.77 -0.28 0.14
C 2.26628 6.95097 3.82185 0.87 0.71 -0.28
C 4.18333 2.78639 4.19868 0.16 -0.62 -0.06
H 5.67980 3.08740 6.50235 -0.30 -0.20 -0.20
H 5.21560 4.72110 6.88073 -0.04 0.18 -0.18
H 6.14138 4.38034 5.40931 0.02 0.02 0.07
H 3.17174 2.46476 6.57632 -0.22 -0.08 -0.13
H 3.01008 4.07800 7.17943 0.31 0.21 -0.18
H 0.76806 3.51271 6.48565 0.19 -0.04 0.18
H 1.32817 2.90421 4.96266 -0.01 0.15 -0.07
H 1.50366 5.78598 5.96541 -0.07 -0.08 0.05
H 0.36974 5.20344 4.75665 0.05 0.04 -0.09
H 2.58854 5.23201 1.93601 -0.19 -0.07 -0.15
H 2.28035 3.69035 2.73422 0.03 0.05 0.08
H 0.96729 4.82369 2.59087 0.01 0.27 -0.13
H 1.47859 7.19855 3.10994 -0.24 -0.29 0.14
H 2.13966 7.56924 4.71173 -0.07 -0.27 0.16
H 3.19419 7.29569 3.35704 -0.10 0.04 -0.02
H 4.90279 2.00938 4.47022 0.11 0.18 0.20
H 4.52198 3.17379 3.23542 -0.12 -0.01 -0.04
H 3.24595 2.24052 4.07315 -0.07 0.21 -0.28
H 4.90722 5.20715 3.17107 0.10 0.21 0.10
C 0.38385 -3.61648 -3.77313 0.71 0.07 -0.01
C -0.83625 -4.21383 -4.45773 -0.05 -0.39 -0.20
C -1.89419 -4.50688 -3.39071 0.05 -0.12 0.63
C -3.30895 -4.63709 -3.91394 0.05 0.04 0.09
C -3.71060 -3.43884 -4.76381 0.12 -0.71 0.13
C -2.71585 -3.15383 -5.88733 0.08 0.20 -0.80
N -1.32994 -3.23667 -5.42444 -0.25 0.55 1.22
O -0.39038 -3.04587 -6.46574 -0.29 0.14 0.14
C -2.96945 -4.06867 -7.08978 0.35 -0.53 -0.14
C -2.93949 -1.71130 -6.34167 0.22 0.31 -0.34
C -0.46377 -5.55682 -5.10876 -0.02 -0.36 0.09
H 1.27294 -3.67938 -4.40800 -0.12 0.07 -0.09
H 0.64485 -4.14068 -2.84938 -0.22 -0.13 0.00
H 0.22488 -2.56359 -3.53032 -0.14 -0.05 0.01
H -1.58405 -5.44233 -2.91662 -0.04 -0.12 -0.04
H -1.85615 -3.80749 -2.54551 -0.01 0.42 -0.37
H -3.99781 -4.72756 -3.07036 -0.01 -0.09 -0.03
H -3.40827 -5.55688 -4.49872 -0.01 0.05 -0.03
H -3.85367 -2.54849 -4.14708 0.06 -0.03 0.06
H -4.66404 -3.71842 -5.21966 -0.08 0.48 -0.08
H -2.84287 -5.12278 -6.82729 -0.25 0.02 0.13
H -3.96039 -3.91885 -7.51882 -0.03 0.00 0.06
H -2.22064 -3.89943 -7.86535 -0.08 0.24 0.02
H -2.75695 -0.99592 -5.53600 -0.18 -0.15 0.15
H -2.23886 -1.43008 -7.13298 -0.11 -0.17 -0.08
H -3.94932 -1.58893 -6.73795 -0.03 0.07 0.10
H -1.36174 -6.13832 -5.33276 0.02 0.10 -0.21
H 0.10682 -6.18122 -4.41347 0.07 0.18 0.04
H 0.13070 -5.43340 -6.01257 -0.07 0.10 -0.03
H -0.22294 -2.09143 -6.40079 0.31 -0.10 -0.27
C 0.85272 -6.24508 0.70263 0.29 0.62 -0.78
C -0.38752 -6.06292 1.58518 -0.05 -0.48 -0.41
C -0.21692 -6.83529 2.88489 0.05 -0.84 0.95
C 0.75731 -6.20591 3.86492 0.20 1.02 -0.03
C 0.23754 -4.77763 4.10072 1.02 -0.71 0.79
C 0.13995 -3.94101 2.83657 -1.09 1.35 0.54
N -0.71913 -4.66014 1.88711 0.17 -0.48 0.40
O -0.90713 -3.91528 0.67658 -0.01 -0.32 0.54
C -0.63732 -2.66003 3.23375 -0.36 -0.35 -0.56
C 1.50093 -3.48983 2.32392 0.59 -0.26 -0.31
C -1.58450 -6.66177 0.85482 0.00 0.13 -0.96
H 0.90552 -7.19858 0.17301 -0.24 -0.19 0.35
H 1.80186 -6.10559 1.21786 -0.08 -0.04 0.14
H 0.80983 -5.49819 -0.09913 0.05 0.04 0.11
H -1.17031 -6.93480 3.41954 -0.11 0.33 -0.21
H 0.03885 -7.88103 2.67848 0.20 0.16 -0.34
H 1.79449 -6.14416 3.51708 -0.14 -0.19 -0.33
H 0.83576 -6.71371 4.82755 -0.32 -0.26 -0.10
H 0.90771 -4.26370 4.80101 0.01 0.09 -0.15
H -0.70330 -4.87571 4.64754 -0.28 0.27 -0.42
H -1.60078 -2.91086 3.68138 0.02 -0.14 -0.03
H -0.09626 -2.03769 3.94507 0.22 0.03 -0.15
H -0.85998 -2.13325 2.30405 0.09 0.42 0.23
H 1.96205 -2.74805 2.98009 -0.09 -0.26 0.29
H 2.16258 -4.35215 2.22917 0.23 0.22 0.00
H 1.46894 -2.98405 1.35504 -0.40 -0.23 -0.10
H -2.49865 -6.59454 1.44289 0.05 -0.24 0.12
H -1.36057 -7.67166 0.50246 -0.16 -0.20 0.58
H -1.77027 -6.14602 -0.09036 0.03 0.34 0.10
H -1.84471 -3.71060 0.79183 0.04 0.44 -0.32
```
Positions in Å, forces in eV/Å.

Values from the calculation:
largest force on an atom = 1.81 eV/A
SMILES = CC1(C)CCCC(C)(C)N1O.CC1(C)CCCC(C)(C)N1O.CC1(C)CCCC(C)(C)N1O.CC1(C)CCCC(C)(C)N1O.CCO.CCO.CCO.CCO.CCO.CCO.CCO.CCO
ΔE to the lowest compared entry with this formula, charge and spin = 0.0 kcal/mol
E_HOMO = -7.921 eV